## one
C24H43BrN4O9RuSSi | the ωB97M-V functional and the def2-TZVPD basis

Highest occupied orbital energy (spin up / spin down) in eV: -5.9 / -6.3
LUMO energy (spin up / spin down) in eV: 2.3 / 1.5
Gap between HOMO and LUMO (spin up / spin down) in eV: 8.252 / 7.841
Total charge: -1
2S+1: 6

Atoms and positions in Å:
Ru -0.38 -0.31 -0.21
Br 0.20 -2.87 1.63
S -2.96 0.03 -0.51
Si -0.95 -3.93 3.27
O -0.09 0.18 1.87
O 0.75 0.55 -2.07
O -2.46 1.20 0.25
O -2.04 -0.06 -1.73
O -0.23 1.76 3.46
O -2.49 -1.18 0.28
O -0.21 5.91 0.25
O 1.04 2.37 -3.35
O -4.35 0.01 -0.83
N -0.81 -3.12 -2.83
N 0.64 -1.98 -1.40
N 1.25 -2.47 -3.63
N 0.30 1.88 0.02
C 0.01 2.42 1.19
C -3.18 -4.00 1.45
C -0.36 -1.52 4.74
C -2.41 -4.87 2.46
C 1.20 -5.85 2.95
C -0.16 3.77 1.34
C -0.30 -6.19 4.91
C -1.48 -2.55 4.49
C -1.48 -2.97 -4.11
C 0.36 -2.49 -2.57
C -0.04 4.57 0.20
C -1.67 -3.53 -1.73
C 1.54 -3.73 -4.29
C 1.36 -4.35 4.88
C 0.27 3.99 -1.03
C 2.39 -1.58 -3.55
C -1.88 -6.09 1.68
C -0.13 1.40 2.30
C 0.76 1.80 -2.31
C 0.42 2.62 -1.07
C -1.93 -3.12 5.84
C -3.40 -5.38 3.51
C 0.36 -5.13 4.02
C -2.65 -1.77 3.87
H -0.47 6.17 1.14
H 1.61 -1.69 -1.39
H -1.12 -5.80 0.94
H 2.08 -0.62 -3.15
H -0.77 -0.73 5.38
H -3.78 -3.24 1.93
H -2.43 -1.40 2.87
H 0.89 -3.93 5.77
H -3.86 -4.65 0.88
H -2.30 -2.30 6.46
H -2.32 -4.33 -2.08
H -0.04 -1.03 3.82
H -1.06 -3.89 -0.91
H 1.74 -5.14 2.33
H -1.10 -3.59 6.38
H -2.29 -2.71 -1.36
H -1.46 -6.85 2.33
H -2.85 -0.89 4.50
H -0.93 -5.75 5.69
H -3.57 -2.36 3.83
H 0.50 -1.94 5.24
H -3.90 -4.55 4.02
H 3.21 -2.00 -2.96
H 0.60 -6.48 2.29
H 0.48 -6.78 5.41
H -4.18 -5.96 3.00
H 1.88 -3.54 -5.31
H -2.54 -3.48 0.75
H 2.34 -4.27 -3.77
H -0.40 4.18 2.31
H -0.92 -6.89 4.33
H 1.93 -6.49 3.45
H 2.77 -1.42 -4.57
H -2.39 -2.37 -3.97
H -2.95 -6.03 4.26
H -2.71 -6.54 1.13
H -0.84 -2.46 -4.81
H -2.73 -3.85 5.75
H 0.66 -4.37 -4.33
H -1.76 -3.95 -4.51
H 0.37 4.58 -1.93
H 1.83 -3.54 4.33
H 2.15 -5.04 5.22

---

## two
C24H43BrN4O9RuSSi | the ωB97M-V functional and the def2-TZVPD basis

Highest occupied orbital energy (spin up / spin down) in eV: -5.5 / -6.3
LUMO energy (spin up / spin down) in eV: 2.3 / 1.6
Gap between HOMO and LUMO (spin up / spin down) in eV: 7.791 / 7.951
Total charge: -1
2S+1: 6

Atoms and positions in Å:
Ru 0.37 1.10 -1.94
Br -0.18 -1.36 0.59
S -1.02 -1.10 -3.02
Si -1.22 -1.94 2.50
O 6.06 0.09 0.53
O -1.74 -2.14 -2.33
O 1.36 1.75 2.15
O 0.41 -0.97 -2.48
O -1.00 -1.20 -4.47
O 1.96 1.34 -3.59
O -1.55 0.29 -2.60
O 0.36 1.86 0.14
O 4.05 0.79 -4.19
N 2.45 1.05 -1.08
N 1.13 4.23 -3.73
N -0.57 2.80 -3.09
N -0.14 3.19 -5.37
C -0.99 -4.75 2.04
C 3.16 0.95 -3.37
C -3.66 -0.64 1.87
C 3.78 0.79 0.84
C 1.34 1.60 0.94
C -2.70 -3.62 0.68
C -2.04 -3.63 2.07
C 2.58 1.09 0.23
C 2.34 4.29 -4.54
C 1.37 4.50 -2.32
C -2.49 -0.55 2.86
C 1.42 -2.78 3.30
C -3.12 -4.01 3.10
C 0.16 -2.09 3.85
C 4.85 0.43 0.02
C 0.12 3.38 -4.05
C -0.18 4.31 -6.29
C -0.91 2.03 -5.78
C 3.48 0.76 -1.88
C -1.88 0.84 2.67
C -0.33 -2.88 5.07
C 0.62 -0.71 4.33
C -3.06 -0.66 4.28
C 4.71 0.44 -1.36
H -1.53 1.01 1.66
H -4.27 -1.54 2.02
H -4.31 0.23 2.02
H 3.17 3.85 -3.99
H -1.23 -2.45 5.51
H -0.54 -4.94 3.02
H -0.64 1.15 -5.21
H -0.53 -3.93 4.84
H 2.58 5.33 -4.77
H 0.42 4.53 -1.78
H -3.53 -2.93 0.61
H -0.15 -0.18 4.88
H -3.09 -4.63 0.48
H -3.51 -5.01 2.86
H 1.88 5.46 -2.22
H -3.32 -0.63 0.83
H 0.45 -2.87 5.84
H -1.47 -5.68 1.72
H -3.84 0.10 4.41
H 2.15 -2.87 4.12
H -1.41 2.36 -3.44
H 0.26 4.02 -7.25
H -2.66 1.59 2.88
H -1.22 4.63 -6.47
H 1.24 -3.78 2.91
H 0.96 -0.07 3.51
H 0.37 5.16 -5.90
H -1.99 2.19 -5.70
H 2.21 3.72 -5.45
H -2.00 -3.37 -0.12
H -0.19 -4.53 1.33
H 1.47 -0.85 5.02
H 5.54 0.21 -2.02
H -2.74 -4.05 4.12
H -1.05 1.05 3.34
H -3.97 -3.32 3.08
H 1.88 -2.19 2.50
H -0.68 1.83 -6.83
H -3.52 -1.63 4.48
H 1.99 3.72 -1.87
H 6.01 0.12 1.50
H 3.86 0.84 1.92
H -2.30 -0.49 5.05

---

two ends up most stable, edging out the next structure by 0.0307 hartree.

---

## one
C31H31IrNO4PSe2Te2 | the ωB97M-V functional and the def2-TZVPD basis

Highest occupied orbital energy (spin up / spin down) in eV: -3.4 / -3.5
LUMO energy (spin up / spin down) in eV: 2.1 / 2.2
Gap between HOMO and LUMO (spin up / spin down) in eV: 5.442 / 5.620
Total charge: -1
2S+1: 2

Atoms and positions in Å:
Ir -0.30 0.27 -0.12
Te 4.16 -0.55 3.71
Te 3.10 1.49 2.24
Se 2.24 -2.57 3.08
Se 0.76 0.75 2.05
P 0.91 -1.00 -1.54
O -7.97 2.41 2.06
O -2.78 0.03 -0.72
O -1.96 1.19 0.97
O -6.18 2.74 3.48
N -0.80 -1.72 0.79
C 4.64 -1.53 -0.07
C -7.58 2.95 3.32
C 1.34 -0.32 -4.29
C 0.19 -2.66 -1.23
C 0.96 2.87 -1.51
C -1.36 -0.65 -4.87
C 3.41 -1.96 -2.53
C 0.47 -0.74 -3.29
C -0.89 -0.87 -3.58
C -6.68 1.34 0.25
C 0.44 -3.74 -2.08
C 0.86 -0.10 -5.58
C -4.31 1.16 0.73
C -5.75 2.14 2.32
C -6.83 1.93 1.48
C -2.94 0.76 0.28
C -1.18 -4.07 0.14
C 2.32 2.21 -1.75
C -0.60 -2.83 -0.11
C -5.39 0.94 -0.11
C -4.48 1.77 1.98
C 2.68 -1.41 -1.47
C -0.12 -4.98 -1.81
C 3.30 -1.24 -0.24
C -0.11 1.85 -1.27
C 4.75 -2.25 -2.36
C 0.60 3.71 -2.75
C -0.94 -5.14 -0.70
C 1.07 3.80 -0.29
C -0.48 -0.29 -5.88
C 5.37 -2.02 -1.14
H 1.38 4.44 -2.97
H 5.11 -1.37 0.89
H 1.90 4.51 -0.43
H -2.42 -0.75 -5.08
H 0.09 -5.82 -2.46
H 2.38 -0.16 -4.07
H -7.53 1.18 -0.40
H -5.21 0.47 -1.07
H -3.63 1.93 2.63
H 3.10 2.97 -1.88
H -1.59 -1.12 -2.79
H -0.20 -1.84 1.61
H -7.80 4.02 3.34
H -0.83 -0.15 -6.89
H -1.38 -6.10 -0.49
H 2.29 1.59 -2.65
H 6.43 -2.22 -1.02
H -1.01 1.97 -1.89
H 1.25 3.21 0.60
H 2.71 -0.87 0.59
H 2.94 -2.15 -3.48
H 1.07 -3.60 -2.95
H 0.48 3.06 -3.62
H -1.82 -4.20 1.01
H -8.13 2.45 4.12
H 5.32 -2.66 -3.19
H -1.76 -1.72 1.13
H 0.15 4.36 -0.14
H -0.34 4.24 -2.59
H 1.55 0.21 -6.36
H 2.60 1.57 -0.91

---

## two
C31H31IrNO4PSe2Te2 | the ωB97M-V functional and the def2-TZVPD basis

Highest occupied orbital energy (spin up / spin down) in eV: -3.3 / -3.8
LUMO energy (spin up / spin down) in eV: 2.2 / 2.2
Gap between HOMO and LUMO (spin up / spin down) in eV: 5.526 / 5.997
Total charge: -1
2S+1: 2

Atoms and positions in Å:
Ir -0.97 -1.21 -1.69
Te -3.41 -2.58 -4.19
Te -0.69 -2.67 -3.87
Se 0.21 -1.06 -5.51
Se -3.28 -0.85 -2.34
P -0.74 1.51 -0.35
O 4.36 -5.83 3.02
O 2.31 -2.55 -1.97
O 0.60 -2.37 -0.53
O 2.26 -5.05 3.53
N 0.92 -0.21 -2.38
C -0.17 2.66 2.12
C 3.00 0.94 -1.97
C -2.08 -0.54 1.28
C 1.64 0.81 -1.71
C 1.87 -3.90 1.37
C 3.86 -5.13 1.95
C -3.80 2.80 -2.74
C -1.04 2.66 -2.87
C -3.09 2.25 -1.69
C 3.74 -4.09 -0.16
C -3.14 3.26 -3.87
C 1.77 2.76 -0.31
C -0.26 3.59 3.14
C -0.92 2.80 0.95
C 1.02 1.69 -0.82
C 3.11 2.90 -0.60
C -1.76 3.18 -3.93
C -1.53 -0.28 2.69
C 3.74 1.97 -1.42
C 3.27 -5.95 3.94
C -1.70 2.18 -1.74
C 4.47 -4.87 0.75
C 2.60 -4.66 2.25
C -2.32 -2.05 1.17
C -1.76 3.90 0.83
C -1.12 4.67 3.01
C -1.03 -0.14 0.19
C -3.41 0.19 1.15
C -1.87 4.83 1.86
C 2.47 -3.62 0.14
C 1.74 -2.77 -0.89
H -3.29 1.28 1.23
H -2.83 -2.30 0.24
H -0.04 -0.43 0.58
H 3.46 0.21 -2.63
H -2.54 5.67 1.75
H -2.34 4.04 -0.08
H -1.37 -2.59 1.18
H 0.88 -3.53 1.59
H 4.79 2.06 -1.64
H 4.16 -3.85 -1.13
H -1.23 3.52 -4.81
H -3.70 3.67 -4.70
H -2.20 -0.73 3.43
H 0.70 0.05 -3.36
H 1.53 -1.04 -2.46
H 2.89 -6.97 3.92
H 3.62 -5.68 4.94
H -1.21 5.40 3.81
H -4.08 -0.11 1.96
H 3.66 3.73 -0.19
H -2.94 -2.38 2.01
H -3.90 -0.06 0.21
H 1.30 3.49 0.32
H 0.33 3.47 4.03
H -1.47 0.79 2.92
H 0.04 2.60 -2.94
H -3.63 1.86 -0.84
H 5.46 -5.24 0.53
H 0.50 1.82 2.22
H -0.54 -0.72 2.82
H -4.88 2.82 -2.70

---

two ends up most stable, edging out the next structure by 0.0468 hartree.

---

## one
C2H6N5 | the ωB97M-V functional and the def2-TZVPD basis

Highest occupied orbital energy (spin up / spin down) in eV: -14.8 / -14.8
LUMO energy (spin up / spin down) in eV: -7.0 / -7.0
Gap between HOMO and LUMO (spin up / spin down) in eV: 7.791 / 7.807
Total charge: +1
2S+1: 1

Atoms and positions in Å:
N -0.32 1.10 -1.30
N -1.46 0.45 0.56
N 1.42 -0.11 -0.84
N -0.82 1.10 -0.20
N 0.61 0.27 -1.66
C 2.30 -1.18 -1.03
C -2.17 0.68 1.70
H 1.90 -1.94 -1.71
H 3.40 -1.02 -1.39
H -3.13 0.29 1.27
H -2.28 1.83 1.89
H -1.84 0.16 2.65
H 2.39 -1.63 0.05

---

## two
C2H6N5 | the ωB97M-V functional and the def2-TZVPD basis

Highest occupied orbital energy in eV: -15.3
LUMO energy in eV: -4.3
Gap between HOMO and LUMO in eV: 11.030
Total charge: +1
2S+1: 1

Atoms and positions in Å:
N -1.36 -0.22 -0.07
N -0.81 -1.37 0.10
N -0.50 0.72 -0.08
N 0.74 0.14 0.04
N -2.66 0.00 -0.35
C 2.03 0.80 0.06
C 0.48 -1.17 0.06
H 2.00 1.91 0.35
H 2.81 0.23 0.51
H -2.95 0.91 0.06
H 1.22 -1.83 0.26
H 2.24 0.69 -1.10
H -3.24 -0.80 0.16

---

two ends up most stable, edging out the next structure by 0.1564 hartree.

---

## one
C18H35BaF5NO8Te | the ωB97M-V functional and the def2-TZVPD basis

Highest occupied orbital energy in eV: -12.1
LUMO energy in eV: -2.3
Gap between HOMO and LUMO in eV: 9.738
Total charge: +1
2S+1: 1

Atoms and positions in Å:
Ba -0.01 -0.61 -0.07
Te 3.73 -0.86 -0.32
F 5.11 -0.60 -1.52
F 4.99 -1.54 0.85
F 2.48 -1.25 1.10
F 3.52 -2.63 -0.86
F 4.11 0.78 0.49
O 2.38 -0.23 -1.32
O -0.44 -2.63 1.78
O -2.11 1.22 -0.25
O -1.88 -0.33 2.11
O -1.44 -0.26 -2.45
O -0.01 -3.47 -0.75
O -2.58 -2.27 -0.85
O 0.65 1.86 0.45
N 2.17 2.68 -0.98
C -2.18 0.96 -2.57
C 0.80 -4.00 0.29
C -2.00 -1.42 -3.05
C -2.63 1.65 1.01
C 3.07 3.74 -1.42
C 4.20 3.99 -0.42
C -2.42 -3.64 -0.50
C -3.01 1.25 -1.34
C -2.19 -1.47 2.89
C 1.31 2.83 0.03
C 0.14 -3.93 1.65
C -1.15 -4.24 -1.09
C 1.15 4.21 0.62
C 2.43 4.84 1.22
C -0.95 -2.31 3.07
C -3.04 0.46 1.85
C 3.71 4.03 1.02
C -3.06 -2.06 -2.18
H 3.55 3.01 1.38
H -3.45 2.25 -1.44
H -2.38 -3.66 0.59
H -2.96 -2.06 2.38
H 2.27 4.96 2.30
H 4.97 3.23 -0.52
H 2.35 1.72 -1.26
H -3.82 0.53 -1.20
H -1.22 -4.26 -2.18
H -1.04 -5.27 -0.75
H -0.66 -4.68 1.77
H -2.42 -1.18 -4.03
H -0.19 -1.77 3.65
H -1.83 2.20 1.50
H 3.47 3.45 -2.39
H 4.50 4.44 1.65
H 0.36 4.13 1.37
H -3.38 -3.00 -2.63
H 0.75 4.85 -0.18
H -3.94 -1.42 -2.11
H -3.29 -4.22 -0.82
H -2.81 0.94 -3.47
H -1.21 -3.22 3.62
H 2.49 4.65 -1.58
H 0.89 -4.11 2.43
H -3.48 2.31 0.87
H 2.56 5.85 0.82
H -1.16 -2.10 -3.19
H -3.78 -0.15 1.32
H 4.67 4.95 -0.69
H 1.07 -5.04 0.08
H 1.72 -3.42 0.29
H -3.48 0.80 2.79
H -2.57 -1.17 3.87
H -1.43 1.75 -2.69

---

## two
C18H35BaF5NO8Te | the ωB97M-V functional and the def2-TZVPD basis

Highest occupied orbital energy in eV: -12.1
LUMO energy in eV: -2.3
Gap between HOMO and LUMO in eV: 9.878
Total charge: +1
2S+1: 1

Atoms and positions in Å:
Ba -0.04 -0.06 0.67
Te -3.29 1.51 -0.33
F -4.11 1.76 -1.97
F -2.93 -0.21 -1.02
F -4.92 0.90 0.30
F -3.79 3.24 0.10
F -1.79 2.23 -1.25
O 2.59 0.61 -0.35
O -2.29 1.17 1.12
O 2.55 -0.69 2.16
O -1.06 -1.52 2.74
O 0.10 1.01 3.31
O 0.90 -2.70 1.16
O -0.23 -0.20 -1.94
O 1.10 2.36 1.16
N -1.12 0.90 -3.67
C 2.98 -2.04 2.23
C 3.55 0.27 1.86
C -1.52 -1.99 -4.67
C -2.99 0.07 -5.06
C 2.31 -2.87 1.15
C -0.29 -2.58 3.28
C 3.80 0.37 0.36
C -0.63 0.30 4.31
C 0.16 -3.44 2.13
C -1.66 -0.63 3.69
C 2.12 2.90 0.36
C -1.72 0.90 -5.00
C -0.25 -1.34 -4.06
C 0.90 3.05 2.39
C -2.83 -1.28 -4.34
C -0.23 2.39 3.14
C 2.37 1.95 -0.79
C -0.52 -0.17 -3.15
H 3.22 2.30 -1.38
H -1.17 2.49 2.59
H -3.82 0.62 -4.61
H -3.67 -1.92 -4.61
H 2.73 -2.43 3.22
H 0.42 -0.99 -4.85
H 0.10 -0.24 4.90
H -2.15 -1.21 4.48
H 1.82 3.88 -0.04
H 0.75 -4.29 2.50
H 3.18 1.21 2.26
H -1.91 1.94 -5.28
H -2.91 -1.13 -3.26
H -0.98 0.52 -5.71
H 2.64 -2.54 0.16
H 0.30 -2.06 -3.47
H -0.91 -3.19 3.95
H 1.49 1.90 -1.44
H -1.40 1.61 -3.01
H -2.40 -0.07 3.13
H 4.07 -2.12 2.12
H -3.25 -0.09 -6.11
H -1.41 -2.07 -5.75
H 3.03 3.05 0.96
H -0.33 2.88 4.12
H 2.57 -3.93 1.27
H -1.59 -3.02 -4.30
H 0.64 4.10 2.20
H 0.56 -2.20 3.85
H 1.82 3.02 2.98
H -1.15 1.00 4.97
H 4.48 0.03 2.37
H 4.20 -0.57 -0.02
H 4.53 1.16 0.15
H -0.71 -3.84 1.61

---

one ends up most stable, edging out the next structure by 0.0024 hartree.